[1]
This record from the OMol25 dataset describes C22H22Cl2O3STeV as an isolated structure in a non-equilibrium geometry. The level of theory is wB97M-V/def2-TZVPD.

Values from the calculation:
Multiplicity: 2
Strongest force on any atom: 4.20 eV Å⁻¹
Relative energy (zero: lowest compared OMol25 entry of this formula, charge and spin): 1.105 eV
Expectation value of S²: 0.77
Net charge: +2

Positions of all 52 atoms, in Å:
V: 0.719 0.407 -0.218
Cl: 6.168 -4.289 1.461
C: 4.970 -3.099 1.161
C: 5.172 -1.798 1.596
C: 4.221 -0.822 1.345
Cl: 4.478 0.783 1.911
C: 3.083 -1.149 0.644
O: 2.115 -0.226 0.339
C: 2.867 -2.451 0.226
C: 1.640 -2.800 -0.507
O: 0.788 -2.007 -0.893
C: 3.808 -3.436 0.491
H: 6.075 -1.543 2.135
H: 1.501 -3.871 -0.712
H: 3.636 -4.458 0.170
Te: 1.229 2.612 1.167
C: -0.354 3.842 0.484
C: -0.690 3.890 -0.866
C: -1.717 4.724 -1.284
C: -2.399 5.509 -0.358
C: -2.048 5.467 0.983
C: -1.023 4.630 1.410
C: 2.731 3.635 0.108
C: 3.391 4.647 0.792
C: 4.300 5.440 0.103
C: 4.538 5.216 -1.247
C: 3.888 4.186 -1.914
C: 2.980 3.386 -1.236
H: -0.129 3.326 -1.600
H: -1.974 4.777 -2.335
H: -3.193 6.167 -0.687
H: -2.564 6.092 1.701
H: -0.749 4.608 2.458
H: 3.204 4.824 1.844
H: 4.821 6.234 0.623
H: 5.238 5.846 -1.781
H: 4.086 4.008 -2.964
H: 2.494 2.573 -1.758
C: -3.246 1.064 -1.012
S: -1.941 0.714 -2.155
C: -2.171 -1.027 -2.451
O: -0.672 0.725 -1.212
H: -4.184 0.999 -1.567
H: -3.091 2.083 -0.655
H: -3.210 0.337 -0.202
H: -2.828 -1.125 -3.316
H: -2.604 -1.499 -1.572
H: -1.192 -1.445 -2.677
C: -0.406 -0.187 1.405
H: 0.235 -0.344 2.269
H: -0.878 -1.130 1.129
H: -1.160 0.564 1.645

Which charges does Mulliken predict for the atoms? In e, they are: atom 1 (V): 1.1202, atom 2 (Cl): -0.1477, atom 3 (C): 0.1394, atom 4 (C): -0.6395, atom 5 (C): 0.5579, atom 6 (Cl): -0.1678, atom 7 (C): -0.4765, atom 8 (O): 0.1967, atom 9 (C): 1.0248, atom 10 (C): -0.2426, atom 11 (O): -0.4938, atom 12 (C): -1.0086, atom 13 (H): 0.4755, atom 14 (H): 0.4023, atom 15 (H): 0.4582, atom 16 (Te): 0.6489, atom 17 (C): 0.7908, atom 18 (C): -0.6059, atom 19 (C): -0.7302, atom 20 (C): -0.4866, atom 21 (C): -0.5909, atom 22 (C): -0.5993, atom 23 (C): 0.8337, atom 24 (C): -0.6605, atom 25 (C): -0.5770, atom 26 (C): -0.5041, atom 27 (C): -0.7335, atom 28 (C): -0.3265, atom 29 (H): 0.4171, atom 30 (H): 0.4465, atom 31 (H): 0.4377, atom 32 (H): 0.4237, atom 33 (H): 0.4044, atom 34 (H): 0.4270, atom 35 (H): 0.4164, atom 36 (H): 0.4160, atom 37 (H): 0.4162, atom 38 (H): 0.2376, atom 39 (C): -0.7422, atom 40 (S): 0.4847, atom 41 (C): -0.9336, atom 42 (O): -0.5989, atom 43 (H): 0.4535, atom 44 (H): 0.1813, atom 45 (H): 0.3297, atom 46 (H): 0.4666, atom 47 (H): 0.3213, atom 48 (H): 0.3336, atom 49 (C): -1.1541, atom 50 (H): 0.3783, atom 51 (H): 0.3507, atom 52 (H): 0.4291

[2]
This record from the OMol25 dataset describes C40H56BrF6MoN3O7P2S3 as an isolated structure in a non-equilibrium geometry. The level of theory is wB97M-V/def2-TZVPD.

Values from the calculation:
Multiplicity: 4
Strongest force on any atom: 2.24 eV Å⁻¹
Relative energy (zero: lowest compared OMol25 entry of this formula, charge and spin): 0.893 eV
Expectation value of S²: 3.78
Net charge: +1

Positions of all 119 atoms, in Å:
Mo: 0.414 0.562 -0.051
O: -2.639 -1.640 1.572
C: -3.621 -1.006 0.878
C: -4.928 -1.462 0.781
C: -5.850 -0.728 0.052
C: -5.487 0.456 -0.580
C: -4.180 0.904 -0.483
C: -3.246 0.176 0.240
C: -1.845 0.670 0.387
O: -1.279 1.443 -0.606
N: -1.645 1.361 1.648
N: -0.240 1.437 1.866
C: 0.029 1.852 3.055
C: 1.261 1.961 3.796
Br: 2.925 1.765 2.942
C: 1.269 2.232 5.118
C: 0.148 2.334 6.062
C: 0.276 3.258 7.104
C: -0.748 3.440 8.015
C: -1.902 2.676 7.919
C: -2.016 1.715 6.924
C: -0.997 1.538 6.001
H: -2.950 -2.424 2.047
H: -5.216 -2.378 1.278
H: -6.868 -1.084 -0.018
H: -6.217 1.023 -1.139
H: -3.871 1.827 -0.954
H: -1.219 -0.322 0.452
H: -2.087 0.877 2.429
H: -0.830 2.158 3.652
H: 2.242 2.423 5.557
H: 1.182 3.845 7.186
H: -0.641 4.167 8.808
H: -2.703 2.812 8.633
H: -2.893 1.084 6.878
H: -1.059 0.731 5.287
F: 1.647 -1.588 5.243
C: 0.565 -2.359 5.310
F: -0.217 -1.911 6.294
F: 0.934 -3.601 5.574
S: -0.373 -2.266 3.729
O: -0.672 -0.868 3.561
O: -1.458 -3.189 3.841
N: 0.735 -2.809 2.741
S: 1.223 -2.181 1.422
O: 1.626 -0.758 1.480
O: 0.421 -2.471 0.264
C: 2.812 -3.135 1.217
F: 2.569 -4.219 0.493
F: 3.687 -2.369 0.563
F: 3.334 -3.485 2.375
S: 2.560 0.157 -1.114
C: 2.257 1.612 -0.354
O: -0.112 -0.498 -1.838
P: -0.282 -0.802 -3.324
C: 0.448 -2.454 -3.669
C: 0.706 -2.797 -5.151
C: 2.131 -2.502 -5.618
C: 3.153 -3.167 -4.711
C: 3.004 -2.596 -3.310
C: 1.613 -2.875 -2.751
C: 0.445 0.568 -4.294
C: 0.271 0.490 -5.831
C: 0.224 1.875 -6.482
C: 1.232 2.790 -5.803
C: 0.731 3.111 -4.396
C: -0.021 1.933 -3.747
C: -2.090 -1.125 -3.498
C: -2.640 -2.135 -4.528
C: -3.054 -1.551 -5.874
C: -4.001 -0.373 -5.680
C: -3.350 0.688 -4.801
C: -2.987 0.122 -3.431
H: -0.406 -3.059 -3.343
H: -0.018 -2.305 -5.800
H: 0.535 -3.872 -5.270
H: 2.325 -1.427 -5.601
H: 2.244 -2.830 -6.653
H: 4.163 -3.013 -5.091
H: 2.979 -4.247 -4.689
H: 3.190 -1.517 -3.359
H: 3.749 -3.016 -2.631
H: 1.471 -2.428 -1.769
H: 1.526 -3.955 -2.604
H: 1.511 0.464 -4.037
H: -0.625 -0.068 -6.095
H: 1.109 -0.052 -6.261
H: -0.773 2.314 -6.387
H: 0.422 1.776 -7.549
H: 1.388 3.707 -6.371
H: 2.199 2.279 -5.760
H: 0.048 3.962 -4.448
H: 1.556 3.429 -3.752
H: -1.086 2.048 -3.927
H: 0.106 1.973 -2.664
H: -2.166 -1.626 -2.520
H: -3.543 -2.548 -4.066
H: -1.969 -2.981 -4.666
H: -3.526 -2.334 -6.470
H: -2.180 -1.224 -6.443
H: -4.917 -0.727 -5.197
H: -4.291 0.050 -6.643
H: -4.018 1.542 -4.671
H: -2.460 1.063 -5.309
H: -3.915 -0.175 -2.933
H: -2.530 0.877 -2.791
C: 3.791 3.322 -2.096
P: 3.378 2.912 -0.387
C: 2.702 4.387 0.386
C: 5.002 2.539 0.318
H: 4.478 4.167 -2.118
H: 2.893 3.561 -2.664
H: 4.276 2.456 -2.549
H: 2.923 4.383 1.452
H: 1.621 4.388 0.247
H: 3.128 5.279 -0.070
H: 5.035 2.709 1.387
H: 5.746 3.176 -0.162
H: 5.241 1.496 0.112

These are the Mulliken partial charges, in e, on atoms 1 to 99: atom 1 (Mo): -1.7034, atom 2 (O): -0.3203, atom 3 (C): 0.2952, atom 4 (C): -0.8078, atom 5 (C): -0.7098, atom 6 (C): -0.8525, atom 7 (C): -0.5079, atom 8 (C): -0.6147, atom 9 (C): 1.5554, atom 10 (O): -1.1089, atom 11 (N): -0.1548, atom 12 (N): 0.2370, atom 13 (C): -1.0503, atom 14 (C): 0.4553, atom 15 (Br): -0.0250, atom 16 (C): -0.9991, atom 17 (C): 0.4624, atom 18 (C): -0.8224, atom 19 (C): -0.6182, atom 20 (C): -0.4081, atom 21 (C): -1.1424, atom 22 (C): 0.4043, atom 23 (H): 0.3377, atom 24 (H): 0.5194, atom 25 (H): 0.4331, atom 26 (H): 0.4779, atom 27 (H): 0.4704, atom 28 (H): 0.8397, atom 29 (H): 0.5645, atom 30 (H): 0.9442, atom 31 (H): 0.4771, atom 32 (H): 0.4484, atom 33 (H): 0.3972, atom 34 (H): 0.4066, atom 35 (H): 0.4537, atom 36 (H): 0.6072, atom 37 (F): -0.2159, atom 38 (C): 0.5256, atom 39 (F): -0.2012, atom 40 (F): -0.2012, atom 41 (S): 1.1421, atom 42 (O): -0.5682, atom 43 (O): -0.7344, atom 44 (N): -0.7353, atom 45 (S): 1.3166, atom 46 (O): -0.4709, atom 47 (O): -0.8678, atom 48 (C): 0.3580, atom 49 (F): -0.2066, atom 50 (F): -0.1798, atom 51 (F): -0.1923, atom 52 (S): -0.4510, atom 53 (C): 0.9577, atom 54 (O): 1.8369, atom 55 (P): -0.2236, atom 56 (C): -0.0546, atom 57 (C): -1.1947, atom 58 (C): -0.3608, atom 59 (C): -1.3672, atom 60 (C): -0.2541, atom 61 (C): 0.2639, atom 62 (C): 0.9918, atom 63 (C): 0.1163, atom 64 (C): -0.9440, atom 65 (C): -0.8592, atom 66 (C): -0.0583, atom 67 (C): 0.0875, atom 68 (C): 0.2438, atom 69 (C): -1.2244, atom 70 (C): -0.5199, atom 71 (C): -1.2393, atom 72 (C): -0.4524, atom 73 (C): -0.4789, atom 74 (H): 0.6986, atom 75 (H): 0.0868, atom 76 (H): 0.5671, atom 77 (H): 0.0400, atom 78 (H): 0.4016, atom 79 (H): 0.4843, atom 80 (H): 0.4225, atom 81 (H): 0.0624, atom 82 (H): 0.4635, atom 83 (H): -1.2691, atom 84 (H): 0.6886, atom 85 (H): 0.7233, atom 86 (H): -0.9059, atom 87 (H): 0.4146, atom 88 (H): 0.2533, atom 89 (H): 0.6015, atom 90 (H): 0.5558, atom 91 (H): 0.2736, atom 92 (H): 0.4732, atom 93 (H): -0.6205, atom 94 (H): 0.0180, atom 95 (H): -0.6405, atom 96 (H): 0.4538, atom 97 (H): 0.5871, atom 98 (H): 0.3578, atom 99 (H): 0.4925

[3]
This record from the OMol25 dataset describes one molecule with the formula C5HN in a non-equilibrium geometry. The level of theory is wB97M-V/def2-TZVPD.

Values from the calculation:
Structure (SMILES): C#CC#CC#N
Strongest force on any atom: 9.11 eV Å⁻¹
Relative energy (zero: lowest compared OMol25 entry of this formula, charge and spin): 1.351 eV
Net charge: 0

Positions of all 7 atoms, in Å:
C: 2.079 1.496 -0.716
C: 0.970 0.917 -0.486
C: -0.170 0.226 -0.106
C: -0.966 -0.680 0.437
C: -2.122 -1.489 0.581
H: 2.968 1.960 -0.676
N: -2.760 -2.429 0.966

Which charges does Mulliken predict for the atoms? In e, they are: atom 1 (C): -0.2429, atom 2 (C): -0.1338, atom 3 (C): 0.1318, atom 4 (C): 0.1192, atom 5 (C): 0.0516, atom 6 (H): 0.4835, atom 7 (N): -0.4094